Here is a molecular structure, C24H43Cl2N4O4PdSi at a distorted geometry from the Open Molecules 2025 dataset. Energies are from ωB97M-V/def2-TZVPD.

The geometry in XYZ format:
```
79
Properties=species:S:1:pos:R:3:forces:R:3
C -1.6067 0.0875 -5.5904 -0.1 0.2 -0.2
C -1.2309 -0.9100 -4.5392 0.7 -1.3 -0.1
H -0.6987 0.6295 -5.9025 -0.3 0.0 0.0
H -2.3393 0.8275 -5.2422 0.2 -0.3 0.0
H -2.0200 -0.4236 -6.4708 0.1 0.2 0.2
C -0.7097 -2.1027 -4.9306 -0.1 1.5 0.8
C -0.4636 -2.4944 -6.3312 -0.1 -0.3 -1.1
H -0.2917 -2.8166 -4.2461 -0.5 0.0 0.4
H 0.2415 -1.8441 -6.8690 -0.1 0.0 0.2
H -1.3939 -2.4979 -6.9023 0.0 0.0 -0.2
H -0.0666 -3.5118 -6.3842 0.0 0.1 0.0
Pd -2.0985 0.2090 1.7429 1.0 -0.8 0.7
Cl -3.6931 -1.6344 2.0752 -0.4 -0.3 0.6
C -0.8184 -2.2886 2.5854 0.9 1.0 0.0
O -0.2713 -1.2679 2.0989 -1.1 -1.3 0.9
N -0.2167 -3.4857 2.5916 0.4 0.5 0.0
C 1.1597 -3.5915 2.1496 0.1 -0.7 -0.3
C -0.9276 -4.6674 2.9873 0.1 -0.5 0.0
H -1.8082 -2.2890 3.0819 0.5 0.1 -0.4
H 1.6198 -2.5968 2.1203 -0.2 -0.3 0.0
H 1.2028 -4.0652 1.1500 0.1 0.4 0.3
H 1.6969 -4.2617 2.8412 -0.1 0.3 -0.1
H -1.8774 -4.3873 3.4605 0.3 -0.1 -0.2
H -0.3020 -5.2407 3.6918 -0.3 0.1 -0.1
H -1.1327 -5.3076 2.1087 0.0 0.2 0.3
H 0.5833 3.0876 4.1321 0.0 0.0 -0.1
H -1.1611 5.0466 3.8956 0.3 0.2 -0.1
C 1.3422 3.8292 3.8706 0.0 -0.4 -0.1
C -0.2647 5.6614 3.7191 -0.8 0.1 0.2
N 0.7509 4.8734 3.0770 0.2 0.6 -0.6
H 2.1359 3.3617 3.2856 -0.1 0.0 0.2
C 1.0502 5.0909 1.7736 1.6 -2.0 -0.8
O 1.8317 4.3927 1.0793 -1.5 1.6 1.5
H -0.5385 6.4840 3.0465 0.0 -0.1 0.3
H 0.5315 5.9604 1.3416 0.0 -0.1 0.1
H 1.7211 4.2440 4.8139 0.1 0.0 -0.2
H 0.0749 6.0474 4.6934 0.1 0.1 -0.3
H 1.8781 0.4759 -3.2855 0.4 -0.2 0.3
H 3.7358 -2.2613 -3.6538 0.0 0.0 0.4
C 2.9030 0.2526 -2.9465 0.0 -0.2 -0.3
C 3.9812 -1.9299 -2.6304 -0.3 0.3 0.2
N 2.9740 -0.9786 -2.1649 0.3 -0.1 0.5
H 3.2968 1.1164 -2.3952 -0.1 -0.3 -0.1
C 2.4171 -1.0365 -0.9057 0.2 0.3 -0.2
O 1.6997 -0.1772 -0.4324 0.6 -0.6 -0.2
H 4.0099 -2.7977 -1.9567 0.1 0.3 -0.2
H 2.6856 -1.9657 -0.3427 -0.1 0.3 -0.4
H 3.5276 0.0738 -3.8263 -0.1 0.2 0.0
H 4.9611 -1.4229 -2.6719 -0.2 -0.4 0.1
O -0.4838 0.7570 -2.9760 0.1 -3.5 -0.5
C -1.3279 -0.4364 -3.0919 -0.5 1.3 -0.1
C 0.1425 -2.2325 -2.1675 0.2 -0.6 -0.1
C -1.0708 -1.5495 -2.0983 0.5 -0.4 0.1
H 0.8966 -1.8875 -2.8739 -0.1 0.1 0.5
C 0.3303 -3.4579 -1.5243 -0.4 -0.4 0.2
H -2.3398 -0.0653 -2.8802 -0.1 -0.2 -0.2
C -2.0467 -2.0635 -1.2326 0.1 0.7 -0.2
H 1.2409 -4.0551 -1.6361 -0.2 0.4 -0.2
C -0.6929 -3.9974 -0.7266 0.3 0.4 0.0
C -1.8090 -3.2031 -0.4796 -0.3 -0.7 0.0
H -3.0222 -1.5960 -1.1220 0.3 0.2 0.0
H -0.6230 -5.0215 -0.3252 0.1 0.7 0.0
H -2.5521 -3.4778 0.2770 0.1 -0.1 -0.5
Si -0.3062 2.3458 -2.9875 -3.1 1.5 3.1
Cl -3.5456 0.6521 0.1754 -1.5 1.2 -2.3
C 1.1959 2.5521 -1.8950 0.9 0.2 0.0
C -1.4802 3.1322 -1.6576 0.0 0.1 0.2
C -1.3369 3.2044 -4.3270 0.7 0.7 -1.2
H 1.3748 1.5784 -1.3742 -0.4 0.8 -0.6
H 0.9427 3.2543 -1.0963 0.0 0.1 -0.3
H 2.1375 2.8852 -2.3113 0.3 0.1 -0.1
H -1.0170 3.1459 -5.3881 -0.3 0.1 0.4
H -1.3860 4.2749 -4.0184 0.2 -0.7 -0.4
H -2.3834 2.8362 -4.2234 0.9 0.0 0.0
H -1.2616 2.7289 -0.6618 0.0 0.1 -0.1
H -2.5743 3.0474 -1.7792 0.4 0.0 -0.2
H -1.2242 4.2199 -1.6443 -0.2 -0.6 0.1
N -1.9015 3.0043 3.2518 -0.2 -2.6 -1.1
C -1.9565 1.9275 2.7651 0.2 2.8 1.7
```
Forces are in eV/Å.

## Properties
* spin multiplicity: 3
* total charge: -1
* E_HOMO (alpha / beta): -4.610 / -5.484 eV
* lowest unoccupied orbital energy (alpha / beta): 2.2 / 1.9 eV
* total energy: -76139.623 eV
* <S²>: 2.005